[1]
C34H42CeNO2 | the ωB97M-V functional and the def2-TZVPD basis

Last column: Mulliken spin population.
Element x y z (Å)
1 C -2.2751 1.5855 -0.5493  0.010
2 C -1.1402 2.3273 -1.0269  -0.003
3 C -0.5983 1.6273 -2.1493  0.002
4 H -0.8048 3.2954 -0.6468  0.003
5 C -1.3978 0.4580 -2.3754  -0.009
6 C -2.4256 0.4250 -1.3818  0.004
7 H -1.2613 -0.2566 -3.1917  -0.002
8 C 0.6148 0.8723 2.5093  -0.010
9 C 0.5044 2.0416 1.6983  0.017
10 C 1.5802 2.0258 0.7607  0.006
11 H -0.2117 2.8515 1.8332  0.003
12 C 2.3912 0.8805 1.0494  -0.008
13 C 1.7572 0.1481 2.0898  -0.001
14 H 0.2239 1.9629 -2.7872  0.003
15 H -3.2102 -0.3317 -1.2852  -0.002
16 H -2.9759 1.9161 0.2183  0.004
17 H 2.1633 -0.7555 2.5533  0.000
18 H 1.7862 2.8002 0.0098  0.001
19 H -0.0063 0.6258 3.3656  -0.001
20 Ce -0.1834 0.1569 -0.0701  0.964
21 C 3.7897 0.5698 0.5384  0.004
22 C 4.7240 0.2545 1.7143  -0.001
23 C 4.3597 1.7494 -0.2528  0.000
24 H 4.7510 1.0853 2.4290  0.000
25 H 5.7492 0.0898 1.3581  0.000
26 H 4.4170 -0.6499 2.2534  0.000
27 H 4.4625 2.6254 0.4046  0.000
28 H 3.7266 2.0251 -1.1069  0.000
29 H 5.3625 1.5042 -0.6327  0.000
30 C 3.7374 -0.7051 -0.3576  -0.001
31 C 2.8196 -0.6331 -1.5403  0.002
32 H 3.4319 -1.5688 0.2616  0.000
33 H 4.7574 -0.9134 -0.7201  0.000
34 O 1.5517 -0.5379 -1.3889  0.013
35 N 3.3532 -0.7467 -2.7451  0.000
36 C 2.6015 -0.9237 -4.0019  0.000
37 H 4.3635 -0.8239 -2.8165  0.000
38 C 2.2491 0.3801 -4.6503  0.000
39 C 1.0385 0.4873 -5.3404  0.000
40 H 0.4000 -0.3996 -5.4070  0.000
41 C 0.6780 1.6953 -5.9373  0.000
42 H -0.2792 1.7746 -6.4511  0.000
43 C 1.5503 2.7926 -5.8820  0.000
44 H 1.2675 3.7415 -6.3493  0.000
45 C 2.7867 2.6646 -5.2372  0.000
46 H 3.4823 3.5049 -5.2104  0.000
47 C 3.1451 1.4524 -4.6266  0.000
48 H 4.1244 1.3335 -4.1514  0.000
49 H 1.7074 -1.5256 -3.8159  0.000
50 H 3.2685 -1.4850 -4.6661  0.000
51 C -0.8506 -3.9130 1.4290  0.000
52 C -2.2206 -3.4939 0.8892  0.000
53 C -3.0297 -4.7386 0.5092  0.000
54 C -2.9674 -2.5821 1.8619  -0.002
55 C -4.0393 -3.0359 2.6287  0.001
56 C -4.6814 -2.2050 3.5396  -0.001
57 C -4.2711 -0.8887 3.7037  0.001
58 C -3.2192 -0.3710 2.9481  0.002
59 C -2.8313 1.0993 3.1399  -0.005
60 C -4.0014 2.0290 2.8234  0.000
61 C -2.3116 1.3545 4.5570  0.000
62 C -2.5538 -1.2279 2.0222  -0.004
63 O -1.5563 -0.7696 1.2786  0.002
64 H -0.9575 -4.4919 2.3561  0.000
65 H -0.2105 -3.0497 1.6433  0.000
66 H -0.3377 -4.5470 0.6967  0.000
67 H -2.0545 -2.9226 -0.0399  0.000
68 H -3.1271 -5.4328 1.3527  0.000
69 H -4.0316 -4.4689 0.1590  0.000
70 H -2.5289 -5.2777 -0.3031  0.000
71 H -4.3805 -4.0647 2.5226  0.000
72 H -5.5087 -2.5892 4.1358  0.000
73 H -4.7729 -0.2442 4.4292  0.000
74 H -2.0254 1.3155 2.4306  0.006
75 H -4.8345 1.8455 3.5123  0.000
76 H -3.6939 3.0772 2.9217  0.000
77 H -4.3615 1.8606 1.8023  0.000
78 H -1.4434 0.7247 4.7824  0.000
79 H -2.0154 2.4039 4.6748  0.000
80 H -3.0904 1.1301 5.2967  0.000

Values from the calculation:
Spin multiplicity: 2
Largest force on an atom, eV/Å: 3.77
⟨S²⟩: 0.75
Total energy, Ha: -2001.23792
E_LUMO (alpha / beta), eV: 0.00 / 0.00
Kohn-Sham gap (alpha / beta), eV: 6.95 / 6.98

[2]
H6O3 | the ωB97M-V functional and the def2-TZVPD basis

Last column: Mulliken spin population.
Element x y z (Å)
1 O 1.6580 1.1926 0.7959  0.764
2 H 2.2946 1.3757 0.1049  -0.018
3 H 0.8964 0.8424 0.3339  -0.015
4 O 0.1650 0.2434 -1.1995  0.258
5 H -0.3138 0.2351 -2.0283  -0.007
6 H -0.1613 -0.5219 -0.7262  -0.006
7 O -1.2070 -1.1320 0.6637  0.027
8 H -2.0777 -1.5043 0.5238  -0.002
9 H -1.2541 -0.7312 1.5317  -0.001

Values from the calculation:
Spin multiplicity: 2
Largest force on an atom, eV/Å: 1.97
⟨S²⟩: 0.76
Total energy, Ha: -228.89814
E_LUMO (alpha / beta), eV: -3.90 / -11.70
Net charge: +1
Relative energy (zero: lowest compared OMol25 entry of this formula, charge and spin), kJ/mol: 34.2
Kohn-Sham gap (alpha / beta), eV: 12.99 / 4.85

[3]
C5H8N2 | the ωB97M-V functional and the def2-TZVPD basis

Last column: Löwdin charge in e.
Element x y z (Å)
1 C -2.5762 -0.0502 -0.1857  -0.027
2 N -1.1711 0.1741 0.0654  -0.233
3 C -0.1366 -0.6272 -0.2817  -0.046
4 C 1.0249 0.0238 0.0754  -0.278
5 C 2.4374 -0.4276 -0.1387  -0.065
6 C 0.5601 1.2298 0.6419  -0.127
7 N -0.7647 1.3160 0.6302  0.065
8 H -2.9533 0.6883 -0.8987  0.087
9 H -3.1440 0.0269 0.7443  0.087
10 H -2.7012 -1.0512 -0.6049  0.085
11 H -0.3024 -1.5893 -0.7489  0.125
12 H 2.7612 -0.2490 -1.1698  0.075
13 H 2.5555 -1.4975 0.0624  0.074
14 H 3.1287 0.1107 0.5163  0.073
15 H 1.1454 2.0404 1.0597  0.105

Values from the calculation:
Largest force on an atom, eV/Å: 0.22
SMILES string: Cc1cnn(C)c1
Total energy, Ha: -304.81509
E_LUMO, eV: 0.99
Relative energy (zero: lowest compared OMol25 entry of this formula, charge and spin), kJ/mol: 53.6
Kohn-Sham gap, eV: 9.82

[4]
C5H9NO | the ωB97M-V functional and the def2-TZVPD basis

Last column: Löwdin charge in e.
Element x y z (Å)
1 C 1.9977 -0.1854 -0.6076  -0.170
2 C -1.5313 -1.8169 -0.2359  -0.151
3 C -0.3122 1.3586 0.6098  0.116
4 C -0.2593 -0.0412 0.6748  -0.424
5 C -0.4305 2.6237 0.4258  0.088
6 O 1.4309 -0.0222 0.6744  -0.201
7 N -0.9360 -0.5054 -0.3886  -0.024
8 H -0.3922 -0.4865 1.6675  0.144
9 H 1.2207 -0.1860 -1.3857  0.072
10 H 2.7207 0.6112 -0.8097  0.072
11 H 2.5194 -1.1487 -0.6631  0.076
12 H -1.6337 -2.1451 0.8095  0.072
13 H -0.9196 -2.5654 -0.7594  0.077
14 H -2.5176 -1.8363 -0.7065  0.066
15 H -1.3874 3.0676 0.1655  0.093
16 H 0.4304 3.2779 0.5290  0.095

Values from the calculation:
Largest force on an atom, eV/Å: 0.59
Total energy, Ha: -325.69085
E_LUMO (alpha / beta), eV: -0.76 / -1.01
Relative energy (zero: lowest compared OMol25 entry of this formula, charge and spin), kJ/mol: 647.7
Kohn-Sham gap (alpha / beta), eV: 7.58 / 6.98